(1)
{"formula": "C4H11NOS", "method": "ωB97M-V/def2-TZVPD", "species": ["C", "N", "C", "C", "O", "C", "S", "H", "H", "H", "H", "H", "H", "H", "H", "H", "H", "H"], "coordinates": [[0.102, 1.442, -2.157], [-0.268, 0.160, -1.585], [-0.489, 0.008, -0.149], [-1.263, 1.220, 0.443], [-1.757, 1.257, 1.702], [0.748, -0.257, 0.830], [1.527, -1.962, 0.504], [1.021, 1.850, -1.543], [0.620, 1.236, -3.159], [-0.771, 2.143, -2.235], [0.200, -0.638, -2.117], [-1.191, -0.863, -0.061], [-0.604, 2.164, 0.343], [-2.148, 1.272, -0.320], [-2.701, 0.937, 1.790], [0.618, -0.105, 1.869], [1.538, 0.392, 0.628], [0.328, -2.652, 0.427]], "smiles": "CN[C@H](CO)CS", "e_lumo_ev": 0.688, "orbital_gap_ev": 9.33, "de_lowest_kcal_mol": 58.8}


(2)
{"formula": "C4H11NOS", "method": "ωB97M-V/def2-TZVPD", "species": ["C", "C", "C", "S", "N", "C", "O", "H", "H", "H", "H", "H", "H", "H", "H", "H", "H", "H"], "coordinates": [[-1.500, -0.697, -0.885], [-0.198, -0.400, -0.158], [-0.200, -1.276, 1.019], [0.498, -2.806, 0.370], [-0.238, 1.073, 0.364], [1.119, 1.734, 0.101], [1.245, 2.346, -1.142], [-1.604, -0.268, -1.824], [-2.281, -0.333, -0.139], [-1.596, -1.739, -1.064], [0.700, -0.731, -0.786], [0.481, -0.752, 1.773], [-1.210, -1.579, 1.443], [1.766, -2.549, 0.836], [-1.196, 1.237, 0.158], [1.483, 2.559, 0.783], [1.891, 0.955, 0.185], [0.839, 3.225, -1.035]], "smiles": "C[C@H](CS)NCO", "e_lumo_ev": 0.834, "orbital_gap_ev": 9.71, "de_lowest_kcal_mol": 67.5}


(3)
{"formula": "C4H11NOS", "method": "ωB97M-V/def2-TZVPD", "species": ["C", "C", "S", "O", "C", "C", "H", "H", "H", "H", "H", "H", "H", "H", "N", "H", "H", "H"], "coordinates": [[-1.214, 1.172, 2.051], [-0.941, 1.217, 0.514], [-0.279, -0.120, -0.296], [-0.547, -1.439, 0.320], [-0.378, 0.016, -1.953], [-0.312, -1.312, -2.759], [-0.330, 0.639, 2.466], [-1.305, 2.126, 2.468], [-2.105, 0.471, 2.084], [-0.517, 2.188, 0.184], [0.157, 0.735, -2.435], [-0.949, -2.040, -2.243], [-0.655, -1.017, -3.674], [0.718, -1.730, -2.913], [1.881, -0.181, 1.431], [1.865, 0.174, 2.353], [2.795, 0.225, 1.169], [2.114, -1.125, 1.233]], "smiles": "CC=S(=O)=CC.N", "e_lumo_ev": [0.057, 0.087], "orbital_gap_ev": [7.18, 7.31], "de_lowest_kcal_mol": 135.3}


(4)
{"formula": "C4H11NOS", "method": "ωB97M-V/def2-TZVPD", "species": ["C", "C", "C", "C", "N", "O", "S", "H", "H", "H", "H", "H", "H", "H", "H", "H", "H", "H"], "coordinates": [[-1.281, 0.859, -1.769], [1.511, 1.198, -0.224], [0.636, 0.401, 1.859], [-0.693, -2.259, -0.479], [0.330, 0.883, 0.550], [-2.088, 0.252, 0.668], [-0.978, 0.146, -0.235], [-2.371, 0.719, -2.147], [-0.693, 0.287, -2.378], [2.228, 1.906, 0.306], [2.123, 0.384, -0.405], [1.194, 1.650, -1.232], [1.573, -0.137, 1.919], [0.592, 1.264, 2.652], [-0.193, -0.238, 2.175], [-0.116, -2.344, -1.345], [-0.101, -2.283, 0.495], [-1.674, -2.690, -0.409]], "e_lumo_ev": [-0.290, -0.289], "orbital_gap_ev": [7.38, 7.38], "de_lowest_kcal_mol": 151.3}


Please write out number 2 again, unchanged.
{"formula": "C4H11NOS", "method": "ωB97M-V/def2-TZVPD", "species": ["C", "C", "C", "S", "N", "C", "O", "H", "H", "H", "H", "H", "H", "H", "H", "H", "H", "H"], "coordinates": [[-1.500, -0.697, -0.885], [-0.198, -0.400, -0.158], [-0.200, -1.276, 1.019], [0.498, -2.806, 0.370], [-0.238, 1.073, 0.364], [1.119, 1.734, 0.101], [1.245, 2.346, -1.142], [-1.604, -0.268, -1.824], [-2.281, -0.333, -0.139], [-1.596, -1.739, -1.064], [0.700, -0.731, -0.786], [0.481, -0.752, 1.773], [-1.210, -1.579, 1.443], [1.766, -2.549, 0.836], [-1.196, 1.237, 0.158], [1.483, 2.559, 0.783], [1.891, 0.955, 0.185], [0.839, 3.225, -1.035]], "smiles": "C[C@H](CS)NCO", "e_lumo_ev": 0.834, "orbital_gap_ev": 9.71, "de_lowest_kcal_mol": 67.5}